No. 1
ORCA calculation (ωB97M-V with the def2-TZVPD basis set) on C5H8ClN in the gas phase.

Properties
Electronic energy, Eh: -710.21006
Energy relative to the best compared isomer or geometry (same formula, charge and spin), kcal per mole: 26.5
SMILES: NC/C=C/C=C/Cl
E_LUMO, eV: 0.93

```
15
Properties=species:S:1:pos:R:3:forces:R:3
N -0.634256 0.806799 -2.445647 -0.080 -0.012 0.755
C -0.169874 -0.501015 -1.896694 -0.754 0.881 0.203
C 0.273047 -0.490017 -0.453052 -0.012 -1.797 -0.026
C -0.076250 0.437341 0.415851 0.013 0.636 -0.215
C 0.341160 0.523424 1.812994 0.156 -0.873 1.167
C 0.400733 -0.571860 2.588344 -0.220 0.497 -0.451
Cl 0.551343 -0.529847 4.318841 0.337 0.064 -0.280
H 0.051447 1.532240 -2.207336 0.047 -0.494 -0.298
H -1.461529 1.162408 -1.950215 0.153 -0.628 -0.327
H -0.921519 -1.292246 -2.094419 0.202 0.520 0.186
H 0.687912 -0.786354 -2.461099 0.676 -0.224 -0.677
H 0.836892 -1.411008 -0.123905 -0.281 1.226 -0.369
H -0.759619 1.210240 0.048388 0.449 0.085 0.280
H 0.592999 1.490929 2.253933 -0.449 -0.177 -0.124
H 0.287513 -1.581034 2.194017 -0.238 0.296 0.175
```
Forces are in eV/Å.



No. 2
ORCA calculation (ωB97M-V with the def2-TZVPD basis set) on a molecular structure, C18H18F5N4OTeTi.

Properties
Charge: +1
Electronic energy, Eh: -2607.71774
Energy relative to the best compared isomer or geometry (same formula, charge and spin), kcal per mole: 78.1
E_LUMO, eV: -4.90

```
48
Properties=species:S:1:pos:R:3:forces:R:3
Ti 0.235106 -0.172440 -0.646110 2.294 0.837 -2.754
C -2.140394 0.460960 1.131490 -0.427 -0.311 0.254
N -0.979994 1.176960 0.574190 -0.358 0.097 0.199
C -1.348294 2.404960 -0.140910 -0.096 0.570 -0.483
C -0.411994 2.580360 -1.305410 -0.004 0.620 -0.084
C 0.124606 3.800460 -1.682810 -0.266 -0.375 0.248
C 0.903506 3.863460 -2.829910 -0.015 -0.546 -0.078
C 1.045806 2.711860 -3.593010 -0.225 0.261 0.191
C 0.462606 1.531760 -3.153710 -0.568 0.323 -0.745
N -0.214394 1.447760 -1.999110 -0.364 0.655 0.018
C 0.008606 1.507560 1.615290 0.534 0.280 0.550
C 0.614606 0.239060 2.150790 0.040 0.101 0.199
C 1.000606 0.094960 3.472890 0.023 -0.085 -0.239
C 1.527706 -1.120540 3.888490 -0.141 -0.010 -0.474
C 1.607106 -2.157240 2.963990 0.013 0.278 0.153
C 1.212806 -1.932240 1.658090 0.098 -0.314 -0.121
N 0.745206 -0.746140 1.243790 0.364 -0.188 2.036
C -2.077594 -1.016440 0.816990 -0.088 0.079 0.029
C -2.769994 -1.953040 1.560390 0.022 -0.035 -0.175
C -2.679294 -3.298240 1.217990 0.353 0.381 -0.387
C -1.900894 -3.646840 0.118390 -0.215 0.086 0.259
C -1.236694 -2.657740 -0.578010 0.022 -0.178 -0.400
N -1.302894 -1.351340 -0.238910 -2.183 -1.700 0.998
H -3.060094 0.861860 0.687290 0.188 -0.058 0.112
H -2.210894 0.607360 2.216990 -0.010 0.019 -0.189
H -1.345094 3.279560 0.522790 -0.012 -0.197 -0.077
H -2.357494 2.305060 -0.562610 0.208 -0.051 0.205
H -0.067994 4.679560 -1.087610 -0.004 0.069 0.066
H 1.363906 4.791160 -3.126810 0.053 0.110 -0.086
H 1.581206 2.728560 -4.527510 0.075 -0.110 -0.099
H 0.431406 0.667560 -3.810710 0.206 0.029 0.151
H -0.457094 2.089360 2.425990 0.070 -0.132 -0.208
H 0.802906 2.117760 1.159090 -0.227 -0.124 0.084
H 0.900806 0.925060 4.155290 -0.049 0.056 0.047
H 1.850706 -1.253240 4.908790 0.036 -0.061 0.088
H 1.992006 -3.121640 3.252490 0.015 -0.106 -0.064
H 1.273106 -2.722940 0.916890 0.123 0.200 0.009
H -3.370594 -1.639240 2.399390 -0.045 0.079 0.092
H -3.195394 -4.047140 1.793790 -0.096 -0.127 0.083
H -1.805194 -4.676040 -0.188510 0.042 -0.045 -0.088
H -0.616094 -2.894540 -1.438710 -0.069 0.082 0.161
F 1.778906 0.901960 -0.616510 -1.190 -0.012 0.883
Te 2.243906 -0.690640 -2.548210 9.751 -2.129 -3.946
F 1.943106 -0.804540 -4.557710 -0.228 0.415 1.023
F 4.331106 -0.795040 -2.458710 -1.618 0.399 -0.302
F 2.543006 -1.434040 -0.694010 -1.219 0.272 0.203
F 2.545806 -2.540340 -2.899510 -0.775 0.715 0.257
O 0.478206 -1.103340 -2.166510 -4.040 -0.114 2.399
```
Forces are in eV/Å.



No. 3
ORCA calculation (ωB97M-V with the def2-TZVPD basis set) on a gas-phase ion, C6H10N3 (charge +1).

Properties
Charge: +1
Electronic energy, Eh: -398.39940
Energy relative to the best compared isomer or geometry (same formula, charge and spin), kcal per mole: 55.0
E_LUMO (alpha / beta), eV: -4.62 / -8.22
Multiplicity: 3

```
19
Properties=species:S:1:pos:R:3:forces:R:3
C -0.879666 -1.156676 -0.531931 -4.725 1.727 -0.082
C -1.490240 0.215882 -0.112350 -1.433 -6.028 -0.034
C 2.082418 0.076377 -0.361538 -0.122 -0.717 -1.559
C 1.605125 1.468281 0.131598 0.841 -2.990 0.821
C 1.331025 -1.137473 0.288628 3.439 -0.149 2.121
C -2.972332 0.143683 0.275139 1.269 1.883 -2.184
N -0.703406 1.175777 -0.189227 -2.739 4.012 0.913
N 0.369806 1.533329 -0.571195 1.277 1.520 0.733
N 0.214860 -1.621910 -0.389362 3.511 -2.092 -0.119
H -1.622151 -1.833182 -0.920295 -0.681 -0.031 -0.502
H 1.840215 -0.106438 -1.507963 1.120 0.880 2.138
H 3.154410 0.068262 -0.152686 -0.067 -0.637 -0.260
H 1.561516 1.348441 1.290551 -0.849 0.769 -1.890
H 2.262379 2.264027 -0.095349 0.531 0.808 -0.541
H 2.151433 -1.959443 0.391980 -1.604 1.151 -0.524
H 1.074223 -0.974315 1.365726 0.021 0.291 -0.644
H -3.135196 0.387534 1.284690 0.054 0.882 1.450
H -3.434944 0.947706 -0.380372 -0.062 -1.072 0.858
H -3.409481 -0.839863 0.183948 0.218 -0.209 -0.695
```
Forces are in eV/Å.



| no. | M (g mol⁻¹) |
| --- | --- |
| 1 | 117.579 |
| 2 | 576.826 |
| 3 | 124.167 |